Density functional theory data (ωB97M-V/def2-TZVPD) for C31H37Cl3GeN3O2Os as an isolated structure.

```
78
Properties=species:S:1:pos:R:3:lowdin_spin:R:1
Os -0.309 -0.288 0.492 2.25
C 3.857 -0.693 -3.012 0.01
C 3.294 -1.697 -1.993 0.02
C 3.819 -3.097 -2.328 0.02
C 3.678 -1.305 -0.594 0.16
C 5.017 -1.056 -0.328 0.00
C 5.421 -0.491 0.866 0.18
C 4.464 -0.152 1.821 0.05
C 3.120 -0.406 1.631 0.07
C 2.194 -0.065 2.780 0.00
C 1.439 -1.291 3.283 0.02
C 1.253 1.104 2.480 0.00
C 2.705 -1.070 0.439 0.21
N 1.402 -1.464 0.250 0.26
C 1.135 -2.706 -0.302 0.02
O 1.857 -3.671 -0.216 0.08
C -0.217 -2.744 -0.973 0.01
C -0.701 -3.796 -1.745 0.00
C -1.974 -3.689 -2.298 0.00
C -2.737 -2.548 -2.072 0.00
C -2.184 -1.534 -1.299 0.00
N -0.956 -1.647 -0.788 0.00
C -2.827 -0.206 -0.991 0.02
O -3.870 0.168 -1.473 0.07
N -2.035 0.518 -0.132 0.18
C -2.179 1.911 -0.066 0.08
C -3.102 2.560 0.794 0.04
C -3.275 3.936 0.656 0.00
C -2.556 4.671 -0.264 0.05
C -1.634 4.037 -1.082 0.00
C -1.418 2.673 -0.993 0.04
C -0.396 2.039 -1.910 0.03
C -0.725 2.325 -3.376 0.00
C 1.017 2.515 -1.548 0.01
C -3.979 1.870 1.804 0.01
C -3.432 0.570 2.372 0.02
C -5.358 1.633 1.165 0.00
H 3.462 -0.908 -4.000 0.00
H 4.939 -0.751 -3.069 0.00
H 3.585 0.325 -2.744 0.00
H 2.200 -1.689 -2.097 0.00
H 4.896 -3.164 -2.195 0.00
H 3.584 -3.336 -3.361 0.00
H 3.351 -3.829 -1.670 0.00
H 5.762 -1.264 -1.081 0.00
H 6.465 -0.294 1.056 0.01
H 4.786 0.308 2.744 0.00
H 2.836 0.275 3.599 0.00
H 0.648 -1.572 2.588 0.01
H 0.998 -1.084 4.254 0.00
H 2.107 -2.142 3.382 0.00
H 0.482 0.877 1.671 0.01
H 1.820 1.979 2.161 0.00
H 0.686 1.353 3.377 0.00
H -0.084 -4.670 -1.893 0.00
H -2.371 -4.495 -2.896 0.00
H -3.729 -2.421 -2.480 0.00
H -3.990 4.439 1.288 0.00
H -2.705 5.734 -0.347 0.00
H -1.088 4.613 -1.808 0.00
H -0.403 0.939 -1.776 0.02
H -0.574 3.374 -3.615 0.00
H -1.760 2.070 -3.593 0.00
H -0.078 1.741 -4.027 0.00
H 1.095 3.599 -1.602 0.00
H 1.736 2.090 -2.244 0.00
H 1.282 2.195 -0.536 0.00
H -4.110 2.568 2.638 0.00
H -3.599 -0.250 1.676 0.00
H -3.968 0.339 3.295 0.01
H -2.368 0.651 2.619 0.00
H -5.260 1.019 0.272 0.00
H -5.820 2.573 0.880 0.00
H -6.007 1.126 1.873 0.00
Cl -1.579 -0.735 5.294 0.16
Ge -2.811 -2.160 4.188 0.48
Cl -2.510 -4.133 5.003 0.19
Cl -1.717 -2.207 2.125 0.20
```

The calculation puts the lowest unoccupied orbital energy (spin up / spin down) at -6.496 / -9.308 eV. Its spin multiplicity is 6. The net charge is +2. For the HOMO energy (spin up / spin down), the calculation gives -14.0151 / -13.9774 eV.

---

Density functional theory data (ωB97M-V/def2-TZVPD) for a 2-piece molecular cluster, C31H37N2OS overall.

```
72
Properties=species:S:1:pos:R:3:lowdin_charge:R:1
C -7.198 -2.808 2.366 -0.15
C -7.443 -2.415 0.901 -0.15
C -6.296 -1.466 0.510 -0.14
N -5.343 -1.526 1.607 -0.08
C -4.134 -0.893 1.582 -0.19
C -3.928 0.255 0.768 0.01
C -2.679 0.835 0.681 -0.02
C -1.543 0.287 1.343 -0.21
C -0.264 0.888 1.176 0.08
C 0.963 0.187 1.118 -0.22
C 1.079 -1.113 0.533 0.01
C 2.296 -1.760 0.492 0.02
C 3.403 -1.231 1.209 -0.20
N 4.567 -1.954 1.357 -0.10
C 5.307 -1.970 2.607 -0.15
C 6.548 -2.830 2.333 -0.14
C 6.628 -3.008 0.805 -0.14
C 5.330 -2.425 0.213 -0.14
C 3.299 0.056 1.792 0.01
C 2.139 0.784 1.655 0.01
C -1.769 -0.850 2.182 0.00
C -3.034 -1.377 2.350 0.01
C -5.730 -2.449 2.659 -0.15
H -7.865 -2.242 3.028 0.11
H -7.376 -3.870 2.544 0.11
H -7.401 -3.305 0.267 0.11
H -8.414 -1.938 0.747 0.11
H -5.822 -1.780 -0.436 0.13
H -6.666 -0.439 0.363 0.12
H -4.770 0.690 0.227 0.11
H -2.507 1.701 0.034 0.03
H -0.204 1.976 1.138 0.13
H 0.193 -1.564 0.089 0.13
H 2.407 -2.727 0.000 0.12
H 5.595 -0.944 2.896 0.11
H 4.687 -2.378 3.423 0.13
H 7.437 -2.336 2.727 0.11
H 6.437 -3.791 2.841 0.11
H 7.487 -2.463 0.404 0.11
H 6.721 -4.058 0.516 0.11
H 4.751 -3.164 -0.364 0.12
H 5.564 -1.586 -0.473 0.12
H 4.165 0.465 2.316 0.12
H 2.082 1.801 2.044 0.13
H -0.920 -1.292 2.713 0.13
H -3.185 -2.227 3.019 0.11
H -5.622 -2.003 3.660 0.13
H -5.091 -3.351 2.626 0.12
C -1.607 5.095 -0.823 -0.23
S -1.499 3.327 -1.237 0.99
C -2.643 3.231 -2.641 -0.23
C 0.013 3.190 -1.982 -0.37
C 0.475 1.908 -2.389 -0.51
C 1.787 1.895 -3.123 -0.17
C 2.014 2.840 -4.129 -0.04
C 3.133 2.730 -4.964 -0.07
C 4.090 1.738 -4.718 -0.08
C 3.906 0.849 -3.645 -0.08
C 2.743 0.901 -2.875 -0.02
O -0.195 0.870 -2.214 -0.03
H -2.558 5.232 -0.291 0.06
H -0.764 5.333 -0.164 0.07
H -1.577 5.687 -1.743 0.07
H -3.664 3.316 -2.254 0.06
H -2.409 4.049 -3.325 0.07
H -2.481 2.259 -3.112 0.06
H 0.598 4.096 -2.121 0.07
H 1.288 3.648 -4.227 0.11
H 3.246 3.431 -5.791 0.10
H 4.985 1.677 -5.341 0.10
H 4.674 0.110 -3.420 0.10
H 2.566 0.199 -2.061 0.10
```

The calculation puts the lowest unoccupied orbital energy at -4.244 eV. The net charge is +1. For the HOMO energy, the calculation gives -9.8954 eV.

---

Density functional theory data (ωB97M-V/def2-TZVPD) for C31H37N6O4S2SbSe4Ti as an isolated structure.

```
86
Properties=species:S:1:pos:R:3:lowdin_charge:R:1
Ti 0.004 0.585 -0.147 0.64
C 1.712 6.094 -1.421 -0.08
C 0.595 5.258 -0.804 -0.24
N 1.102 4.187 0.038 -0.01
C 1.357 2.939 -0.417 -0.86
S 2.204 1.855 0.619 0.73
N 1.001 2.626 -1.636 -0.05
N 0.996 1.286 -1.917 -0.06
C 1.411 0.986 -3.110 -0.23
C 1.851 2.092 -4.017 -0.02
C 1.484 -0.379 -3.668 -0.25
C 1.928 -0.569 -4.979 -0.01
C 1.898 -1.838 -5.525 -0.05
C 1.416 -2.886 -4.764 -0.04
C 1.052 -2.612 -3.456 -0.14
N 1.110 -1.407 -2.914 0.12
H 1.298 6.821 -2.120 0.07
H 2.269 6.632 -0.652 0.07
H 2.405 5.448 -1.962 0.07
H -0.060 5.882 -0.193 0.11
H -0.001 4.795 -1.588 0.11
H 1.618 4.449 0.860 0.11
H 1.747 3.049 -3.517 0.06
H 2.891 1.946 -4.313 0.10
H 1.234 2.093 -4.918 0.10
H 2.264 0.269 -5.572 0.10
H 2.231 -2.001 -6.542 0.11
H 1.301 -3.883 -5.164 0.11
H 0.671 -3.402 -2.816 0.10
C -5.963 2.801 -1.532 -0.05
O -5.876 2.803 -0.112 -0.05
C -4.692 2.560 0.447 -0.26
C -4.679 2.509 1.858 0.01
C -3.520 2.242 2.526 0.00
C -2.324 1.981 1.829 -0.11
C -1.119 1.541 2.476 -0.36
C -0.941 1.719 3.954 0.02
O -0.212 0.957 1.854 -0.18
C -2.334 2.097 0.420 -0.31
O -1.213 1.921 -0.252 -0.27
C -3.516 2.376 -0.262 0.07
H -6.998 3.032 -1.765 0.10
H -5.713 1.818 -1.936 0.07
H -5.314 3.564 -1.966 0.10
H -5.612 2.664 2.381 0.12
H -3.524 2.187 3.607 0.12
H -1.212 2.729 4.260 0.10
H 0.094 1.517 4.217 0.10
H -1.585 1.014 4.483 0.09
H -3.475 2.415 -1.342 0.10
C 2.013 -3.045 4.246 -0.06
C 0.797 -3.877 3.848 -0.20
N -0.353 -3.077 3.414 -0.12
C -1.439 -2.923 4.368 -0.23
C -1.036 -2.092 5.584 -0.07
C -0.350 -2.496 2.199 -0.67
S -1.654 -1.569 1.647 0.75
N 0.747 -2.806 1.454 0.14
C 1.288 -2.064 0.545 -0.35
O 0.923 -0.856 0.240 -0.27
C 2.493 -2.584 -0.137 -0.14
C 2.699 -3.956 -0.249 -0.02
C 3.808 -4.432 -0.926 -0.08
C 4.714 -3.543 -1.490 -0.08
C 4.512 -2.174 -1.372 -0.07
C 3.405 -1.693 -0.695 -0.02
H 2.837 -3.707 4.516 0.08
H 1.792 -2.397 5.094 0.06
H 2.335 -2.432 3.407 0.07
H 0.458 -4.478 4.692 0.12
H 1.071 -4.549 3.034 0.11
H -1.757 -3.920 4.684 0.12
H -2.273 -2.454 3.859 0.05
H -0.324 -2.620 6.220 0.07
H -1.921 -1.871 6.183 0.08
H -0.582 -1.153 5.266 0.06
H 1.972 -4.629 0.186 0.11
H 3.966 -5.498 -1.025 0.10
H 5.586 -3.917 -2.011 0.10
H 5.220 -1.482 -1.811 0.11
H 3.241 -0.626 -0.593 0.08
Se -5.669 -1.482 -2.102 -0.07
Sb -3.404 -1.953 -2.670 -0.02
Se -2.117 0.193 -3.334 0.14
Se -2.583 -3.989 -3.598 -0.07
Se -1.674 -0.609 -1.202 0.15
```

The calculation puts the lowest unoccupied orbital energy at -1.289 eV. The energy above the lowest of the compared OMol25 structures with the same formula, charge and spin comes out at 70.3 kcal/mol. For the HOMO energy, the calculation gives -7.6214 eV.

---

Density functional theory data (ωB97M-V/def2-TZVPD) for C31H37NNiO2PSSi2 as an isolated structure.

```
76
Properties=species:S:1:pos:R:3:lowdin_spin:R:1
Ni -0.193 -0.161 0.106 -0.05
O 1.823 -1.887 0.703 0.16
C 1.033 -1.071 1.202 0.16
C 0.962 -0.810 2.617 0.17
C 1.563 -1.630 3.622 0.09
C 1.433 -1.315 4.948 0.05
C 0.752 -0.149 5.381 0.19
C 0.226 0.712 4.406 0.03
C 0.307 0.388 3.070 0.11
P 0.012 1.371 1.598 0.02
C 1.532 2.429 1.666 0.01
C 2.636 2.061 0.905 0.01
C 3.831 2.764 1.013 0.00
C 3.933 3.845 1.874 0.00
C 2.834 4.218 2.642 0.00
C 1.648 3.510 2.541 0.00
C -1.235 2.670 1.918 0.00
C -1.294 3.730 1.011 0.00
C -2.251 4.722 1.138 0.00
C -3.178 4.669 2.171 0.00
C -3.142 3.611 3.068 0.00
C -2.182 2.616 2.941 0.00
H 2.100 -2.518 3.308 0.01
H 1.871 -1.977 5.691 0.00
H 0.670 0.090 6.435 0.02
H -0.216 1.655 4.714 0.00
H 2.557 1.214 0.238 0.00
H 4.682 2.458 0.415 0.00
H 4.864 4.395 1.955 0.00
H 2.906 5.055 3.327 0.00
H 0.801 3.795 3.155 0.00
H -0.584 3.767 0.192 0.00
H -2.279 5.534 0.420 0.00
H -3.932 5.443 2.269 0.00
H -3.871 3.548 3.868 0.00
H -2.175 1.783 3.629 0.00
O -1.604 0.903 -1.076 0.00
N -1.482 1.013 -2.374 0.00
C -2.620 1.196 -3.079 0.00
C -2.630 1.341 -4.442 0.00
C -1.405 1.278 -5.115 0.00
C -0.254 1.093 -4.393 0.00
C -0.242 0.967 -2.984 0.00
S 1.152 0.775 -2.062 0.00
H -3.499 1.201 -2.452 0.00
H -3.572 1.471 -4.954 0.00
H -1.362 1.368 -6.194 0.00
H 0.710 1.040 -4.878 0.00
C -4.281 -1.807 -0.786 0.00
Si -2.916 -1.833 0.545 0.00
C -3.265 -0.295 1.580 0.00
C -3.390 -3.276 1.698 0.00
C -1.206 -2.005 -0.068 0.01
Si -0.819 -2.913 -1.618 0.00
C -1.865 -2.438 -3.137 0.00
C -1.162 -4.788 -1.419 0.00
C 0.976 -2.865 -2.214 0.00
H -5.236 -1.566 -0.308 0.00
H -4.388 -2.769 -1.291 0.00
H -4.081 -1.051 -1.548 0.00
H -4.303 -0.279 1.931 0.00
H -3.077 0.613 1.003 0.00
H -2.604 -0.287 2.451 0.00
H -4.413 -3.181 2.076 0.00
H -2.711 -3.298 2.554 0.00
H -3.300 -4.236 1.182 0.00
H -0.689 -2.610 0.691 0.00
H -2.900 -2.778 -3.060 0.00
H -1.417 -2.912 -4.018 0.00
H -1.878 -1.363 -3.316 0.00
H -2.192 -4.976 -1.099 0.00
H -0.498 -5.202 -0.655 0.00
H -0.988 -5.333 -2.353 0.00
H 1.120 -2.148 -3.025 0.00
H 1.266 -3.857 -2.580 0.00
H 1.643 -2.583 -1.397 0.00
```

The calculation puts the lowest unoccupied orbital energy (spin up / spin down) at 4.593 / 4.591 eV. Its spin multiplicity is 2. The energy above the lowest of the compared OMol25 structures with the same formula, charge and spin comes out at 0.0 kcal/mol. The net charge is -2. For the HOMO energy (spin up / spin down), the calculation gives 1.2787 / -1.0157 eV.